Entry from the OMol25 dataset: the molecule C8H10FN3O4 at a distorted geometry (ωB97M-V with the def2-TZVPD basis set).

ORCA input file:
```
! RIJCOSX wB97M-V def2-TZVPD def2/J DEFGRID3
* xyz 0 1
O -0.04258 1.14836 -0.55378
C 0.86382 0.34076 -0.56418
N 1.57866 0.01206 -1.64961
H 2.26369 -0.72229 -1.58114
C 1.36158 0.61225 -2.95903
H 2.11762 0.20892 -3.63055
H 1.49212 1.69663 -2.88196
C -0.05063 0.34510 -3.51741
O -0.96193 1.34902 -3.18866
H -0.94042 1.47430 -2.22393
H -0.00995 0.32534 -4.60936
H -0.39367 -0.63978 -3.16340
C 1.30282 -0.38081 0.72188
N 0.20597 -0.41595 1.65963
C -0.21732 0.73056 2.26269
C -1.31277 0.75483 3.04565
F -1.67802 1.89740 3.64807
C -2.12635 -0.43289 3.27373
O -3.11542 -0.53529 3.95230
N -1.60877 -1.53032 2.58035
C -0.51363 -1.59747 1.75990
O -0.18037 -2.60744 1.18609
H -2.13480 -2.39392 2.67091
H 0.36680 1.62118 2.08918
H 2.14992 0.15507 1.15980
H 1.58364 -1.41562 0.51282
*
```

The value obtained for the LUMO energy is 0.28 eV. The total energy comes out at -23837.0860 eV. As for the SMILES: O=C(Cn1cc(F)c(=O)[nH]c1=O)NCCO.

Here are the Löwdin charges for atoms 1 to 6, given in e: atom 1 (O): 0.080, atom 2 (C): -0.445, atom 3 (N): 0.069, atom 4 (H): 0.144, atom 5 (C): -0.135, atom 6 (H): 0.120